[1]
The ion C5H15N2 with charge +1 in a non-equilibrium geometry, computed with the ωB97M-V functional and the def2-TZVPD basis.

Geometry (Å):
C1 0.42 -2.40 -0.02
C2 -0.27 -1.39 0.91
N1 0.07 0.02 0.52
C3 1.35 0.45 1.28
C4 -1.00 1.06 0.27
C5 -1.11 1.30 -1.25
N2 0.25 1.54 -1.74
H1 -0.29 -3.21 -0.18
H2 0.77 -2.05 -1.00
H3 1.24 -2.92 0.45
H4 -1.33 -1.55 0.81
H5 0.09 -1.55 1.93
H6 0.45 -0.04 -0.44
H7 1.67 1.41 0.91
H8 2.04 -0.38 1.29
H9 0.91 0.56 2.27
H10 -1.92 0.65 0.68
H11 -0.76 1.97 0.82
H12 -1.73 2.20 -1.31
H13 -1.60 0.45 -1.72
H14 0.21 1.37 -2.75
H15 0.53 2.52 -1.75

As for the highest occupied orbital energy: -14.412 eV. As for the multiplicity: 1. Its SMILES is CC[N@H+](C)CCN. Its charge is +1.

[2]
A structure of composition C22H38N2O5S2SiW, computed with the ωB97M-V functional and the def2-TZVPD basis.

Geometry (Å):
W1 -0.07 0.51 -1.05
C1 -1.98 0.24 1.70
C2 -0.76 -0.57 2.08
C3 -0.08 -0.02 3.32
C4 -1.09 -2.05 2.21
O1 0.19 -0.44 0.93
Si1 1.84 -0.82 0.82
S1 1.82 -0.87 -1.34
O2 2.19 -2.17 1.57
C5 3.47 -2.86 1.86
C6 4.36 -2.74 0.63
C7 3.09 -4.30 2.14
C8 4.09 -2.18 3.07
O3 2.66 0.46 1.35
C9 2.70 1.86 1.01
C10 3.90 2.09 0.10
C11 1.40 2.27 0.28
C12 2.81 2.63 2.31
H1 -2.66 0.33 2.55
H2 -2.53 -0.22 0.87
H3 -1.69 1.27 1.43
H4 -0.72 -0.19 4.19
H5 0.10 1.05 3.23
H6 0.87 -0.53 3.51
H7 -1.89 -2.18 2.94
H8 -0.22 -2.62 2.54
H9 -1.43 -2.45 1.26
H10 3.86 -3.16 -0.25
H11 5.29 -3.29 0.79
H12 4.63 -1.70 0.44
H13 2.60 -4.75 1.28
H14 2.42 -4.35 3.00
H15 3.98 -4.88 2.38
H16 4.28 -1.13 2.87
H17 5.03 -2.67 3.32
H18 3.43 -2.27 3.93
H19 3.80 1.54 -0.83
H20 4.80 1.75 0.61
H21 4.01 3.15 -0.12
H22 1.39 1.64 -0.64
H23 1.47 3.28 -0.10
H24 0.53 2.19 0.94
H25 3.72 2.34 2.83
H26 1.96 2.43 2.96
H27 2.86 3.71 2.12
C13 -1.97 -3.83 -3.30
N1 -2.65 -2.79 -2.49
C14 -4.09 -2.96 -2.19
C15 -1.99 -1.80 -2.03
N2 -1.39 -0.89 -1.60
H28 -2.01 -4.78 -2.77
H29 -0.94 -3.55 -3.47
H30 -2.49 -3.92 -4.25
H31 -4.21 -3.84 -1.56
H32 -4.62 -3.09 -3.13
H33 -4.46 -2.08 -1.67
O4 -5.67 5.42 -2.01
C16 -5.35 4.55 -2.99
O5 -6.10 4.29 -3.87
C17 -3.98 3.91 -2.92
C18 -3.39 3.54 -1.71
C19 -2.17 2.89 -1.73
C20 -1.54 2.61 -2.94
S2 -0.01 1.72 -2.99
C21 -2.12 2.99 -4.14
C22 -3.35 3.62 -4.12
H34 -4.91 5.64 -1.46
H35 -3.88 3.74 -0.77
H36 -1.70 2.63 -0.77
H37 -1.63 2.77 -5.08
H38 -3.84 3.90 -5.05

As for the highest occupied orbital energy (spin up / spin down): -14.532 / -14.600 eV. As for the multiplicity: 3. As for the expectation value of S²: 2.06. Its charge is +2.

[3]
An isolated molecule of C32H43NO5 in a non-equilibrium geometry, computed with the ωB97M-V functional and the def2-TZVPD basis.

Geometry (Å):
C1 -0.29 -1.96 -4.55
C2 -1.74 -1.67 -5.11
O1 -2.08 -0.28 -5.16
C3 -2.16 0.30 -3.87
C4 -3.40 -0.14 -3.02
C5 -4.49 -0.98 -3.48
C6 -5.62 -1.38 -2.63
C7 -5.67 -0.93 -1.23
C8 -4.58 -0.10 -0.77
C9 -3.44 0.30 -1.62
C10 -2.32 1.17 -0.96
O2 -1.79 2.11 -1.52
C11 -1.94 0.73 0.49
C12 -0.58 0.67 1.00
C13 0.58 1.07 0.04
C14 2.03 0.65 0.54
C15 2.76 1.82 1.31
C16 3.36 2.91 0.33
C17 3.98 4.15 1.10
C18 5.48 4.42 0.74
C19 5.69 5.36 -0.51
O3 4.90 6.56 -0.44
C20 4.73 7.10 -1.75
C21 -0.37 0.18 2.38
C22 -1.51 -0.22 3.20
C23 -1.35 -0.79 4.66
C24 -0.63 -2.18 4.53
C25 -1.39 -3.24 3.65
C26 -0.39 -4.25 2.92
N1 -0.31 -4.00 1.46
C27 1.01 -3.38 1.08
C28 -0.36 -5.23 0.69
C29 -0.93 -5.14 -0.79
O4 0.03 -6.31 1.06
C30 -2.90 -0.15 2.70
C31 -3.08 0.33 1.34
C32 -4.51 0.39 0.72
O5 -5.47 0.81 1.32
H1 0.17 -2.89 -4.98
H2 0.42 -1.10 -4.66
H3 -0.41 -2.17 -3.44
H4 -1.75 -2.05 -6.17
H5 -2.46 -2.31 -4.55
H6 -1.24 0.18 -3.24
H7 -2.27 1.41 -4.03
H8 -4.51 -1.36 -4.53
H9 -6.44 -2.04 -2.97
H10 -6.47 -1.18 -0.51
H11 0.54 2.16 -0.20
H12 0.41 0.50 -0.92
H13 1.94 -0.25 1.20
H14 2.62 0.40 -0.38
H15 3.64 1.36 1.83
H16 2.06 2.28 2.06
H17 2.55 3.28 -0.34
H18 4.18 2.44 -0.29
H19 3.35 5.04 0.85
H20 3.92 4.02 2.22
H21 6.06 3.48 0.55
H22 5.98 4.95 1.60
H23 6.77 5.69 -0.51
H24 5.51 4.83 -1.49
H25 3.72 6.80 -2.15
H26 5.51 6.76 -2.49
H27 4.76 8.23 -1.76
H28 0.67 0.13 2.79
H29 -2.36 -0.96 5.13
H30 -0.82 -0.05 5.32
H31 0.44 -2.03 4.23
H32 -0.58 -2.61 5.58
H33 -2.03 -2.80 2.84
H34 -2.09 -3.82 4.32
H35 -0.77 -5.28 3.16
H36 0.61 -4.12 3.42
H37 1.26 -3.69 0.02
H38 0.91 -2.27 1.08
H39 1.85 -3.77 1.71
H40 -0.39 -5.88 -1.44
H41 -2.02 -5.40 -0.83
H42 -0.73 -4.12 -1.19
H43 -3.76 -0.48 3.33

As for the highest occupied orbital energy: -9.073 eV. As for the multiplicity: 1. Its SMILES is CCOCc1cccc2c1C(=O)c1c(CCCCCCCOC)cc(CCCCN(C)C(C)=O)cc1C2=O.

[4]
A cluster of 7 separate species, C20H57N3O11 in total in a non-equilibrium geometry, computed with the ωB97M-V functional and the def2-TZVPD basis.

Geometry (Å):
C1 5.10 12.56 18.83
O1 4.15 11.60 19.08
C2 4.20 10.54 18.20
C3 3.13 9.52 18.51
N1 3.47 8.63 19.58
C4 4.46 7.66 19.31
C5 4.07 6.76 18.15
O2 5.03 5.75 17.87
C6 4.97 4.54 18.63
H1 5.12 12.83 17.76
H2 6.14 12.26 19.06
H3 4.85 13.44 19.40
H4 5.19 10.07 18.21
H5 4.13 10.90 17.16
H6 2.89 9.07 17.53
H7 2.18 10.02 18.73
H8 3.34 9.03 20.48
H9 4.73 6.97 20.13
H10 5.42 8.17 19.08
H11 4.01 7.34 17.22
H12 3.06 6.37 18.32
H13 5.71 3.86 18.22
H14 4.00 4.04 18.46
H15 5.09 4.71 19.70
C7 7.01 10.64 12.87
O3 6.06 10.72 13.90
C8 5.59 9.48 14.30
C9 6.57 8.81 15.23
N2 6.89 9.71 16.33
C10 7.90 9.19 17.22
C11 8.47 10.20 18.15
O4 9.00 11.27 17.41
C12 9.42 12.26 18.27
H16 6.83 9.78 12.23
H17 8.05 10.57 13.24
H18 7.00 11.55 12.27
H19 5.38 8.81 13.46
H20 4.64 9.70 14.78
H21 7.46 8.41 14.71
H22 6.17 7.87 15.65
H23 7.15 10.58 15.86
H24 8.71 8.74 16.62
H25 7.47 8.31 17.71
H26 9.30 9.70 18.67
H27 7.75 10.54 18.90
H28 10.36 12.03 18.78
H29 8.65 12.60 18.97
H30 9.69 13.18 17.72
C13 7.43 0.26 11.80
O5 8.30 0.10 12.86
C14 8.31 -1.24 13.41
C15 7.43 -1.30 14.64
N3 7.80 -0.23 15.53
C16 7.01 -0.05 16.71
C17 7.41 1.23 17.37
O6 8.65 1.16 17.98
C18 9.35 2.35 18.19
H31 6.47 -0.22 12.02
H32 7.88 -0.07 10.86
H33 7.29 1.33 11.67
H34 9.36 -1.41 13.68
H35 8.12 -1.95 12.60
H36 7.59 -2.29 15.09
H37 6.38 -1.15 14.35
H38 8.01 0.60 15.00
H39 7.16 -0.90 17.39
H40 5.93 0.01 16.49
H41 6.69 1.44 18.20
H42 7.24 2.06 16.67
H43 10.42 2.22 17.99
H44 9.21 2.73 19.20
H45 9.02 3.11 17.46
O7 9.73 6.77 15.34
C19 10.12 6.23 14.06
C20 8.91 5.66 13.35
O8 8.19 6.71 12.69
H46 10.56 6.98 15.77
H47 10.57 7.05 13.49
H48 10.87 5.45 14.18
H49 8.33 5.26 14.20
H50 9.06 4.82 12.68
H51 7.55 6.32 12.09
O9 7.61 5.14 16.72
H52 6.81 5.61 17.02
H53 8.14 5.81 16.24
O10 4.12 4.80 14.88
H54 4.47 5.15 15.73
H55 3.48 4.13 15.15
O11 6.54 3.34 13.65
H56 6.37 3.75 14.52
H57 6.26 4.01 13.02

As for the highest occupied orbital energy: -8.101 eV. As for the multiplicity: 1. Its SMILES is COCCNCCOC.COCCNCCOC.COCCNCCOC.OCCO.O.O.O.

[5]
A structure of composition C21H23BiIN3O5SSe2, computed with the ωB97M-V functional and the def2-TZVPD basis.

Geometry (Å):
Bi1 -1.17 -1.01 -0.25
C1 4.44 -1.70 -0.56
C2 3.39 -2.28 0.33
C3 2.98 -3.60 0.16
C4 1.93 -4.09 0.91
C5 1.32 -3.24 1.82
C6 1.79 -1.94 1.92
N1 2.81 -1.46 1.20
C7 1.07 -0.98 2.81
C8 0.89 -1.24 4.16
C9 0.10 -0.38 4.90
C10 -0.50 0.69 4.27
C11 -0.27 0.88 2.91
N2 0.52 0.07 2.21
C12 -1.00 1.92 2.13
C13 -2.38 1.99 2.24
C14 -3.05 2.91 1.45
C15 -2.31 3.70 0.59
C16 -0.93 3.55 0.53
C17 -0.10 4.34 -0.44
N3 -0.28 2.68 1.30
H1 5.32 -2.35 -0.64
H2 4.74 -0.72 -0.19
H3 4.02 -1.58 -1.56
H4 3.43 -4.21 -0.61
H5 1.54 -5.08 0.73
H6 0.43 -3.53 2.37
H7 1.35 -2.12 4.60
H8 -0.06 -0.56 5.96
H9 -1.15 1.37 4.80
H10 -2.91 1.29 2.88
H11 -4.13 2.96 1.46
H12 -2.80 4.39 -0.09
H13 -0.54 5.32 -0.63
H14 -0.02 3.81 -1.39
H15 0.91 4.46 -0.05
Se1 -2.42 -2.05 1.64
O1 0.58 2.67 -3.40
S1 0.51 1.25 -2.89
C18 -0.42 0.30 -4.12
C19 0.51 0.13 -5.31
C20 1.83 -0.34 -4.70
C21 2.08 0.48 -3.43
H16 -1.34 0.85 -4.30
H17 -0.66 -0.67 -3.67
H18 0.63 1.10 -5.82
H19 0.12 -0.59 -6.01
H20 2.66 -0.24 -5.40
H21 1.72 -1.39 -4.43
H22 2.74 1.33 -3.57
H23 2.42 -0.15 -2.61
I1 -3.33 0.66 -1.59
O2 0.07 -3.13 -3.99
Se2 0.14 -3.14 -2.37
O3 1.17 -1.99 -1.80
O4 -1.37 -2.57 -1.79
O5 0.43 -4.60 -1.74

As for the highest occupied orbital energy: -1.879 eV. As for the multiplicity: 1. Its charge is -2.

[6]
A structure of composition C45H40BrCl2F9N4O3P2SZr, computed with the ωB97M-V functional and the def2-TZVPD basis.

Geometry (Å):
Zr1 -0.30 -0.45 0.63
F1 -4.89 -5.06 2.42
C1 -4.16 -3.96 2.50
C2 -3.64 -3.39 1.34
F2 -3.85 -3.95 0.15
C3 -2.88 -2.25 1.46
F3 -2.33 -1.72 0.31
C4 -2.60 -1.63 2.66
S1 -1.68 -0.14 2.70
C5 -3.13 -2.22 3.80
F4 -2.89 -1.68 4.99
C6 -3.90 -3.37 3.72
F5 -4.39 -3.92 4.83
F6 1.08 4.45 6.15
C7 1.22 3.39 5.38
C8 1.99 2.32 5.79
F7 2.59 2.35 6.97
C9 2.13 1.21 4.96
F8 2.92 0.23 5.38
C10 1.50 1.13 3.73
P1 1.75 -0.32 2.66
C11 3.51 -0.14 2.25
C12 3.85 0.93 1.42
C13 5.17 1.18 1.09
C14 6.17 0.35 1.59
C15 5.85 -0.69 2.43
C16 4.53 -0.94 2.78
C17 1.51 -1.78 3.69
C18 0.67 -1.74 4.80
C19 0.38 -2.91 5.49
C20 0.91 -4.12 5.08
C21 1.73 -4.17 3.96
C22 2.02 -3.01 3.26
C23 0.77 2.25 3.32
Br1 0.00 2.36 1.59
C24 0.62 3.36 4.12
F9 -0.08 4.41 3.71
H1 3.07 1.60 1.06
H2 5.42 2.02 0.46
H3 7.21 0.54 1.33
H4 6.63 -1.32 2.85
H5 4.29 -1.73 3.47
H6 0.23 -0.81 5.13
H7 -0.27 -2.87 6.36
H8 0.69 -5.03 5.63
H9 2.15 -5.11 3.63
H10 2.63 -3.06 2.37
N1 1.38 0.48 -0.62
C25 2.29 0.73 -1.28
C26 3.41 1.04 -2.09
C27 3.70 2.38 -2.38
C28 4.81 2.67 -3.15
C29 5.61 1.64 -3.64
C30 5.31 0.31 -3.35
C31 4.21 0.00 -2.57
H11 3.07 3.17 -1.99
H12 5.05 3.70 -3.38
H13 6.47 1.88 -4.24
H14 5.94 -0.48 -3.73
H15 3.97 -1.02 -2.33
O1 -1.50 0.74 -0.58
P2 -2.10 0.91 -2.00
N2 -3.55 0.18 -1.99
C32 -4.31 -0.13 -3.23
C33 -5.76 -0.26 -2.76
C34 -5.82 0.63 -1.52
C35 -4.48 0.35 -0.85
N3 -2.18 2.51 -2.24
C36 -3.10 3.16 -3.20
C37 -2.75 4.64 -3.07
C38 -1.26 4.62 -2.73
C39 -1.15 3.45 -1.76
N4 -1.22 0.23 -3.18
C40 -1.08 -1.22 -3.39
C41 -0.76 -1.29 -4.88
C42 0.18 -0.10 -5.06
C43 -0.42 0.99 -4.17
H16 -3.94 -1.06 -3.68
H17 -4.20 0.67 -3.97
H18 -5.98 -1.29 -2.50
H19 -6.46 0.04 -3.54
H20 -6.66 0.40 -0.87
H21 -5.89 1.68 -1.80
H22 -4.53 -0.59 -0.28
H23 -4.15 1.14 -0.18
H24 -4.14 2.96 -2.93
H25 -2.93 2.81 -4.22
H26 -3.31 5.09 -2.25
H27 -2.98 5.20 -3.97
H28 -0.90 5.56 -2.30
H29 -0.67 4.42 -3.63
H30 -1.38 3.77 -0.74
H31 -0.16 2.99 -1.76
H32 -1.99 -1.75 -3.11
H33 -0.25 -1.62 -2.80
H34 -1.67 -1.15 -5.46
H35 -0.30 -2.24 -5.17
H36 0.27 0.22 -6.09
H37 1.18 -0.36 -4.70
H38 -1.06 1.67 -4.73
H39 0.36 1.58 -3.68
Cl1 -0.32 -4.94 -1.41
C44 0.60 -4.42 0.01
Cl2 2.35 -4.54 -0.23
C45 0.28 -2.97 0.30
O2 0.45 -2.07 -0.60
O3 -0.14 -2.62 1.42
H40 0.33 -5.05 0.85

As for the highest occupied orbital energy: -13.248 eV. As for the multiplicity: 1. Its charge is +2.

[7]
A cluster of 6 separate species, C10H28O10 in total in a non-equilibrium geometry, computed with the ωB97M-V functional and the def2-TZVPD basis.

Geometry (Å):
C1 10.36 5.43 6.52
O1 10.99 6.52 7.14
C2 12.18 6.32 7.72
O2 12.87 5.38 7.55
O3 12.46 7.44 8.39
C3 13.68 7.34 9.16
H1 9.58 5.06 7.19
H2 11.11 4.63 6.41
H3 9.92 5.85 5.60
H4 13.86 6.34 9.25
H5 13.54 7.81 10.12
H6 14.47 7.77 8.55
C4 12.39 9.03 5.28
O4 12.14 10.37 5.77
C5 13.26 11.03 6.15
O5 14.41 10.70 6.14
O6 12.89 12.23 6.66
C6 13.97 13.10 7.08
H7 11.43 8.63 5.00
H8 12.89 8.41 6.08
H9 13.01 9.18 4.44
H10 14.62 12.69 7.82
H11 13.50 13.97 7.44
H12 14.69 13.35 6.27
C7 8.53 9.71 8.95
O7 8.00 9.55 7.58
H13 9.17 10.61 8.98
H14 7.88 9.67 9.78
H15 9.35 9.00 9.04
H16 7.13 9.07 7.62
C8 6.24 12.97 6.77
O8 6.36 11.73 7.56
H17 6.29 12.66 5.71
H18 5.25 13.35 6.94
H19 6.95 13.68 7.09
H20 7.18 11.26 7.26
C9 4.34 8.63 6.49
O9 5.21 9.04 7.56
H21 4.14 7.53 6.53
H22 3.38 9.19 6.60
H23 4.76 8.83 5.53
H24 5.34 10.00 7.54
C10 8.68 9.12 4.14
O10 8.75 8.10 5.07
H25 9.27 8.87 3.22
H26 7.64 9.38 3.83
H27 9.12 10.05 4.58
H28 8.46 8.38 5.95

As for the highest occupied orbital energy: -10.075 eV. As for the multiplicity: 1. Its SMILES is COC(=O)OC.COC(=O)OC.CO.CO.CO.CO.

[8]
A cluster of 2 separate species, C3H9NO2S2 in total in a non-equilibrium geometry, computed with the ωB97M-V functional and the def2-TZVPD basis.

Geometry (Å):
S1 -1.31 -1.62 3.38
S2 -0.87 -2.44 1.74
C1 -0.66 -1.30 0.25
C2 -1.16 0.09 0.27
C3 -0.70 0.63 -1.22
N1 0.57 1.06 -1.41
O1 -1.35 0.53 -2.27
H1 -2.68 -1.51 3.32
H2 0.23 -1.53 -0.19
H3 -1.32 -1.68 -0.57
H4 -0.79 0.93 0.98
H5 -2.26 -0.08 0.34
H6 1.31 0.87 -0.81
H7 0.89 1.44 -2.30
H8 3.32 2.00 0.14
H9 3.70 1.32 -1.20
O2 3.10 1.29 -0.45

As for the highest occupied orbital energy (spin up / spin down): -12.891 / -12.848 eV. As for the multiplicity: 2. As for the expectation value of S²: 0.75. Its charge is +1.